Below is a structure of composition C5H14N2O in a non-equilibrium geometry, with properties calculated with wB97M-V/def2-TZVPD.

Each line ends with the Löwdin charge.
Atoms and positions in Å:
H (0.426, 1.654, 3.275)  0.051
C (-0.076, 1.464, 2.334)  -0.070
H (0.979, 1.908, -0.735)  0.054
C (1.354, 1.232, -1.501)  -0.081
H (-0.021, 2.217, 1.557)  0.051
H (-1.003, 0.654, 0.192)  0.102
H (0.226, -2.074, -0.569)  0.032
H (-2.319, -1.280, -0.117)  0.078
H (1.794, -1.156, -2.471)  0.090
H (0.737, -1.460, 1.042)  0.034
C (-2.225, -0.911, 0.905)  -0.096
H (1.386, 1.769, -2.457)  0.082
N (-0.704, 0.363, 2.210)  -0.053
C (0.493, -0.014, -1.586)  -0.339
H (1.804, -1.263, -0.142)  0.021
O (0.888, -0.867, -2.640)  -0.067
C (0.720, -1.276, -0.027)  0.000
H (2.387, 0.977, -1.235)  0.080
H (-0.555, 0.217, -1.787)  0.107
N (-1.084, -0.020, 0.968)  -0.228
H (-3.153, -0.400, 1.185)  0.072
H (-2.055, -1.734, 1.599)  0.081

As for the relative energy (zero: lowest compared OMol25 entry of this formula, charge and spin): 136.97 kcal/mol. The orbital gap comes out at 8.79 eV. The HOMO energy is -7.9 eV. Its net charge is 0. The LUMO energy is 0.94 eV.